Density functional theory data (wB97M-V/def2-TZVPD) for a single C25H24N4O4S molecule in a non-equilibrium geometry.

Each line ends with the Mulliken charge.
Element x y z (Å)
C  3.772  -3.191  2.087  -1.251
H  4.291  -2.269  2.338  0.331
H  4.293  -4.021  2.556  0.412
C  2.327  -3.138  2.571  -0.389
C  1.589  -1.962  1.942  -0.260
C  1.515  -2.014  0.422  -0.140
O  1.976  -1.147  -0.282  -0.659
N  0.846  -3.106  -0.044  0.245
C  0.531  -3.363  -1.359  0.362
N  -0.144  -4.447  -1.665  -0.767
O  -0.321  -4.427  -3.008  -0.151
C  0.249  -3.325  -3.523  0.033
C  0.818  -2.598  -2.517  0.099
H  1.351  -1.674  -2.564  0.587
C  0.175  -3.111  -4.988  -1.401
H  -0.755  -3.519  -5.374  0.357
H  1.002  -3.619  -5.484  0.344
H  0.235  -2.050  -5.211  0.335
H  0.447  -3.761  0.616  0.349
H  2.043  -1.012  2.235  0.618
S  -0.160  -1.920  2.523  -0.320
C  -0.563  -0.404  1.732  0.316
N  -0.026  0.705  2.086  -0.612
C  -0.485  1.683  1.211  -0.380
C  -0.045  2.955  1.399  -0.136
C  -0.299  4.185  0.711  0.453
C  -1.133  4.303  -0.406  -0.539
C  -1.333  5.519  -1.026  -0.934
C  -0.701  6.652  -0.542  -0.628
C  0.131  6.573  0.562  -0.536
C  0.343  5.357  1.199  0.747
O  1.141  5.207  2.286  -0.407
C  1.806  6.330  2.812  -0.976
H  2.373  5.959  3.664  0.258
H  1.099  7.093  3.154  0.372
H  2.494  6.769  2.083  0.373
H  0.611  7.471  0.920  0.410
H  -0.851  7.608  -1.022  0.382
H  -1.981  5.585  -1.886  0.412
H  -1.625  3.422  -0.783  0.763
H  0.631  3.046  2.241  0.557
C  -1.388  1.030  0.241  0.860
O  -2.025  1.464  -0.696  -0.748
N  -1.399  -0.311  0.641  0.333
C  -2.061  -1.357  -0.029  0.303
C  -2.078  -1.376  -1.419  -0.298
C  -2.720  -2.407  -2.079  -0.813
C  -3.319  -3.430  -1.365  -0.471
C  -3.302  -3.406  0.019  -0.810
C  -2.690  -2.365  0.693  -0.334
H  -2.700  -2.332  1.772  0.614
H  -3.776  -4.196  0.581  0.415
H  -3.800  -4.244  -1.886  0.415
H  -2.739  -2.415  -3.159  0.427
H  -1.598  -0.584  -1.971  0.445
H  2.301  -3.022  3.656  0.437
H  1.819  -4.074  2.327  0.282
H  3.812  -3.321  1.008  0.317

Summary:
energy: -1885.21990 Eh
structure (SMILES): CC[C@H](SC1=N/C(=C/c2ccccc2OC)C(=O)N1c1ccccc1)C(=O)Nc1cc(C)on1
highest occupied orbital energy: -7.8581 eV
2S+1: 1
relative energy (zero: lowest compared OMol25 entry of this formula, charge and spin): 219.3 kJ/mol